# CH2O2S

CH2O2S in the gas phase in a non-equilibrium geometry (ωB97M-V/def2-TZVPD, the OMol25 dataset).

Calculated values
strongest force on any atom	3.205	eV/Å
E_HOMO	-9.0754	eV
ΔE to the lowest compared entry with this formula, charge and spin	6.010	eV
charge	0

```
6
Properties=species:S:1:pos:R:3:forces:R:3:lowdin_charge:R:1
C -0.4757 -0.0555 -1.4760 -0.8104 -0.9147 1.5814 -0.290
O 0.7265 0.6304 -0.9599 0.1820 -0.2091 1.3193 -0.446
O 0.0735 0.3277 1.7922 -0.2114 -0.5215 -3.0126 -0.335
S -0.5042 0.6470 0.1631 -0.6272 3.1267 0.3211 1.057
H -0.4552 -1.1140 -1.1825 0.8268 -0.6944 -0.8594 -0.009
H 0.6350 -0.4356 1.6630 0.6401 -0.7870 0.6503 0.024
```
Positions in Å, forces in eV/Å.